Entry 1:
DFT (ωB97M-V/def2-TZVPD) results for the ion C6H7O with charge +1.

Geometry as ORCA input:
```
! RIJCOSX wB97M-V def2-TZVPD def2/J DEFGRID3
* xyz 1 1
C 2.1361 0.7555 -0.4852
C 1.3047 0.4775 0.6319
C 1.4767 0.6057 -1.8659
C 0.0685 0.0388 0.6586
C -0.9877 -0.6303 0.9691
C -2.4054 -0.6298 0.6078
O 0.3988 0.8549 -2.2558
H 3.1039 1.2881 -0.4653
H 1.6427 0.4747 1.6036
H 2.2621 0.1166 -2.5860
H -0.5524 -1.3588 1.6080
H -2.8514 0.1969 0.0675
H -3.0673 -0.6145 1.4678
H -2.5294 -1.5753 0.0438
*
```

- HOMO (alpha / beta): -14.8 / -14.8 eV
- LUMO (alpha / beta): -7.015 / -7.016 eV
- Orbital gap (alpha / beta): 7.75 / 7.75 eV


Entry 2:
DFT (ωB97M-V/def2-TZVPD) results for a structure of composition C30H43BBrN5PdSi.

Geometry as ORCA input:
```
! RIJCOSX wB97M-V def2-TZVPD def2/J DEFGRID3
* xyz 2 5
Pd -0.4365 0.1247 0.3732
C 4.5778 -1.4468 1.5758
C 4.6216 -0.0412 1.4172
C 3.6661 0.5860 0.6510
C 2.7047 -0.1824 -0.0134
C 2.7504 -1.5811 0.0044
C 3.6939 -2.2113 0.7786
N 1.5734 0.4595 -0.5543
C 1.6646 1.5117 -1.3623
C 2.8372 1.8547 -2.0995
C 2.8309 2.9423 -2.9317
C 1.6839 3.7430 -3.0642
C 0.5211 3.4455 -2.3605
C 0.5032 2.3497 -1.5266
N -0.6066 1.9674 -0.7550
N -1.6750 2.5845 -0.8578
C -2.7331 2.0425 -0.0905
C -3.9230 2.7381 -0.0823
C -4.9872 2.2105 0.6434
C -4.8107 1.0149 1.3090
C -3.5747 0.3748 1.2379
N -2.5537 0.8750 0.5570
H 5.3515 -1.9455 2.1458
H 5.3527 0.5381 1.9649
H 3.6152 1.6661 0.6121
H 2.0190 -2.1482 -0.5560
H 3.7272 -3.2910 0.8323
H 3.7117 1.2237 -2.0221
H 3.7173 3.1854 -3.5016
H 1.7030 4.6002 -3.7231
H -0.3610 4.0633 -2.4530
H -4.0001 3.6643 -0.6338
H -5.9356 2.7290 0.6775
H -5.6114 0.5649 1.8789
H -3.3988 -0.5654 1.7413
C -3.5606 -6.3239 1.0982
C -3.2259 -4.8550 0.7652
C -3.1897 -4.6973 -0.7641
C -4.3765 -3.9692 1.2654
Si -1.5817 -4.4260 1.6263
Br -0.8737 -2.4823 0.3283
C -1.7245 -3.7896 3.4157
C -0.3452 -3.5526 4.0431
C -2.4881 -2.4619 3.5283
C -2.4603 -4.8546 4.2535
C -0.1272 -5.6105 1.2925
C 1.2514 -4.9366 1.3884
C -0.1943 -6.7430 2.3379
C -0.2172 -6.2380 -0.1072
H -4.5542 -6.5528 0.7035
H -3.5819 -6.5269 2.1705
H -2.8626 -7.0205 0.6327
H -4.1404 -5.0599 -1.1646
H -2.3982 -5.2655 -1.2446
H -3.0880 -3.6528 -1.0600
H -5.2829 -4.2358 0.7151
H -4.1806 -2.9107 1.0746
H -4.5913 -4.1051 2.3247
H 0.2418 -2.8340 3.4687
H 0.2343 -4.4688 4.1509
H -0.4838 -3.1394 5.0464
H -1.9464 -1.6508 3.0356
H -2.5744 -2.2000 4.5867
H -3.4977 -2.5193 3.1250
H -1.9711 -5.8298 4.2138
H -3.4995 -4.9840 3.9513
H -2.4630 -4.5355 5.2993
H 1.4588 -4.5082 2.3661
H 1.3650 -4.1530 0.6368
H 2.0139 -5.6967 1.1945
H -0.0229 -6.3873 3.3548
H 0.5887 -7.4722 2.1127
H -1.1461 -7.2756 2.3193
H -0.2072 -5.4856 -0.8992
H -1.1010 -6.8621 -0.2316
H 0.6533 -6.8831 -0.2538
B 2.5402 -1.0461 3.8021
C 1.4331 -0.4292 2.8882
N 0.6165 0.0268 2.2145
H 3.5710 -1.2707 2.8861
H 3.1288 -0.2585 4.4772
H 2.3396 -2.1722 4.1363
*
```

- HOMO (alpha / beta): -13.7 / -14.4 eV
- LUMO (alpha / beta): -7.240 / -8.610 eV
- Orbital gap (alpha / beta): 6.48 / 5.79 eV


Entry 3:
DFT (ωB97M-V/def2-TZVPD) results for a cluster of 9 separate species, C28H56O21S4 in total.

Geometry as ORCA input:
```
! RIJCOSX wB97M-V def2-TZVPD def2/J DEFGRID3
* xyz 0 1
O -12.2126 -6.1839 -14.7670
S -11.7461 -5.0327 -14.0464
O -10.6763 -5.1772 -13.0293
O -11.4336 -3.8339 -15.1002
C -12.4017 -2.8168 -15.0735
C -13.6846 -3.4334 -14.4778
O -13.0596 -4.1788 -13.4374
H -11.9340 -1.9484 -14.6097
H -12.5419 -2.5817 -16.1286
H -14.1818 -4.2008 -15.0710
H -14.3608 -2.7015 -14.0360
O -17.8970 -8.9032 -10.1320
S -19.0749 -9.6156 -10.5484
O -19.0292 -10.3698 -11.8239
O -19.7882 -10.4871 -9.3341
C -21.1473 -10.7043 -9.7045
C -21.5704 -9.3628 -10.2775
O -20.4328 -8.5976 -10.6562
H -21.1934 -11.3799 -10.5587
H -21.7323 -11.0393 -8.8481
H -22.1284 -8.6705 -9.6471
H -22.1635 -9.4617 -11.1866
O -15.1181 -6.5475 -15.5134
S -14.8722 -7.9475 -15.0606
O -13.8929 -8.6831 -15.8810
O -14.6149 -7.9999 -13.4000
C -15.2007 -9.1014 -12.8661
C -16.1234 -9.7389 -13.9424
O -16.2582 -8.8356 -14.9634
H -14.4265 -9.7919 -12.5315
H -15.8626 -8.9652 -12.0109
H -17.1290 -10.0323 -13.6411
H -15.6749 -10.6479 -14.3432
O -12.1050 -6.9202 -21.6630
S -11.8107 -5.8884 -20.6114
O -11.3356 -4.5849 -21.0336
O -13.0889 -5.6762 -19.6530
C -12.9376 -6.0037 -18.2802
C -11.3754 -6.2731 -18.0744
O -10.9298 -6.6209 -19.3588
H -13.3215 -5.1886 -17.6667
H -13.5475 -6.8985 -18.1559
H -11.2614 -7.0792 -17.3495
H -10.9075 -5.4506 -17.5333
C -18.6583 -5.0103 -14.4231
C -18.7693 -5.8706 -13.1898
C -17.3820 -5.8829 -12.6117
O -17.0749 -4.4992 -12.7213
C -17.5443 -4.0646 -13.9881
H -19.5214 -4.4061 -14.7024
H -18.3525 -5.5422 -15.3241
H -19.1077 -6.8540 -13.5163
H -19.3869 -5.5203 -12.3628
H -16.5412 -6.4235 -13.0464
H -17.4653 -6.1504 -11.5584
H -16.7872 -4.0262 -14.7713
H -17.9903 -3.0702 -14.0026
C -14.0433 -14.2266 -10.9723
C -15.3536 -13.8010 -10.5614
C -15.8430 -12.8054 -11.7653
O -15.0138 -13.3038 -12.8321
C -14.1634 -14.4409 -12.5037
H -13.7727 -15.1276 -10.4218
H -13.3235 -13.4117 -10.8943
H -15.3249 -13.4005 -9.5480
H -15.9232 -14.7014 -10.3312
H -15.5943 -11.7508 -11.6466
H -16.9216 -12.7600 -11.9157
H -13.2146 -14.1982 -12.9822
H -14.5964 -15.3787 -12.8519
C -13.6182 -12.4874 -16.0443
C -13.0823 -13.8736 -16.2071
C -12.7161 -14.1012 -17.6341
O -11.9878 -12.8761 -17.8479
C -12.5173 -11.8993 -16.8885
H -13.5221 -12.2666 -14.9812
H -14.5866 -12.3669 -16.5297
H -13.7818 -14.5992 -15.7921
H -12.1494 -14.0298 -15.6656
H -13.6774 -14.1418 -18.1462
H -12.1266 -14.9903 -17.8578
H -12.8213 -10.9747 -17.3792
H -11.7012 -11.6883 -16.1974
C -15.9563 -9.1845 -18.7849
C -17.2503 -9.3449 -17.9736
C -18.3052 -9.7764 -19.0170
O -17.5613 -10.1679 -20.1449
C -16.3529 -9.4463 -20.2003
H -15.2217 -9.8716 -18.3649
H -15.5858 -8.1694 -18.6415
H -17.6053 -8.4472 -17.4675
H -17.0960 -10.1928 -17.3063
H -18.9141 -8.9300 -19.3348
H -18.9227 -10.6364 -18.7575
H -16.6316 -8.5070 -20.6781
H -15.6025 -9.9976 -20.7668
C -12.3285 -8.1473 -11.0101
C -11.6296 -9.3435 -10.4956
C -12.7338 -10.0087 -9.6622
O -13.8203 -9.1455 -9.6961
C -13.4395 -7.8046 -10.0808
H -12.7076 -8.3672 -12.0081
H -11.5978 -7.3493 -11.1416
H -10.7525 -9.1464 -9.8792
H -11.2051 -9.8523 -11.3611
H -12.4444 -9.9364 -8.6137
H -12.8840 -11.0715 -9.8521
H -13.0621 -7.3629 -9.1586
H -14.2497 -7.1755 -10.4495
*
```

- HOMO: -9.3 eV
- LUMO: 0.099 eV
- Orbital gap: 9.38 eV
- SMILES: O=S1(=O)OCCO1.O=S1(=O)OCCO1.O=S1(=O)OCCO1.O=S1(=O)OCCO1.C1CCOC1.C1CCOC1.C1CCOC1.C1CCOC1.C1CCOC1


Entry 4:
DFT (ωB97M-V/def2-TZVPD) results for a structure of composition C2H4N2O2.

Geometry as ORCA input:
```
! RIJCOSX wB97M-V def2-TZVPD def2/J DEFGRID3
* xyz 0 1
N -0.2517 0.7639 1.2990
C 0.3943 -0.0944 0.5603
C -0.3707 -0.9570 -0.2883
O 1.6966 0.1566 0.2377
N -1.4915 0.6212 -0.5498
O -1.3083 1.3175 -1.4600
H 2.0264 -0.4792 -0.4094
H 0.3358 1.5446 1.5857
H -1.1273 -1.5399 0.2213
H 0.0963 -1.3332 -1.1964
*
```

- HOMO: -8.6 eV
- LUMO: 0.204 eV
- Orbital gap: 8.81 eV


Entry 5:
DFT (ωB97M-V/def2-TZVPD) results for the ion C2H5N2S with charge +1.

Geometry as ORCA input:
```
! RIJCOSX wB97M-V def2-TZVPD def2/J DEFGRID3
* xyz 1 1
N 0.8097 0.4909 0.4629
C 0.4173 -0.2680 -0.5083
N -0.9108 -0.5377 -0.6906
C -1.9022 0.1139 0.0099
S -3.1457 0.7893 -0.7176
H 0.2071 1.1274 1.0337
H 1.7303 0.6961 0.3303
H 1.0949 -0.7808 -1.0384
H -1.2019 -1.0083 -1.5292
H -1.9036 -0.0029 1.0845
*
```

- HOMO: -13.7 eV
- LUMO: -5.500 eV
- Orbital gap: 8.18 eV
- SMILES: [NH2+]=CNC=S


Entry 6:
DFT (ωB97M-V/def2-TZVPD) results for a cluster of 2 separate species, C5H16N2O in total.

Geometry as ORCA input:
```
! RIJCOSX wB97M-V def2-TZVPD def2/J DEFGRID3
* xyz 0 1
C 2.4234 -0.7393 -0.8599
C 0.9219 -0.3753 -1.0734
C 0.8772 0.6993 -2.1487
N 0.2251 0.0772 0.1217
C -0.4785 -0.8638 0.9743
C -1.9305 -1.1062 0.5531
N -2.9434 -0.3904 1.3420
H 2.8241 -0.8862 -1.8767
H 2.9370 0.0102 -0.2551
H 2.5292 -1.7354 -0.4200
H 0.5220 -1.3334 -1.4050
H 0.6495 1.6858 -1.7313
H 1.7318 0.8248 -2.8080
H 0.0060 0.5527 -2.7481
H 0.7747 0.6841 0.7175
H 0.0776 -1.7952 1.1932
H -0.5842 -0.4227 1.9698
H -2.1535 -2.1852 0.8418
H -2.2849 -1.0549 -0.4813
H -2.5910 -0.1652 2.2722
H -3.1704 0.5376 0.9770
O 0.2378 2.6783 1.4746
H -0.0710 3.0285 2.3236
H -0.5299 2.2747 1.0466
*
```

- HOMO: -8.5 eV
- LUMO: 0.717 eV
- Orbital gap: 9.22 eV
- SMILES: CC(C)NCCN.O


ΔE to the lowest compared entry with this formula, charge and spin per entry: 306.1, 0.0, 445.3, 509.9, 31.9, 119.0 kJ/mol
Molar mass per entry: 95.12, 698.93, 857.00, 88.07, 89.14, 120.20 g mol⁻¹